No. 1
The following is a quantum chemistry calculation of a molecular structure, H12LiO6, from the OMol25 dataset.

Computed properties:
E_tot = -466.010818 Ha
Kohn-Sham gap = 12.176 eV
Charge = +1
Energy relative to the best compared isomer or geometry (same formula, charge and spin) = 132.1 kJ/mol
Lowest unoccupied orbital energy = -0.115 Eh

Each line ends with the Löwdin charge.
Atoms and positions in Å:
Li  0.100  -0.073  0.091  0.709
O  0.639  -1.995  -0.514  -0.086
H  -0.164  -2.407  -0.507  -0.018
H  0.995  -2.353  -1.414  0.137
O  0.651  0.659  -1.990  -0.006
H  1.519  0.969  -2.121  0.043
H  0.406  0.022  -2.585  0.005
O  -1.020  2.295  0.470  -0.032
H  -0.871  2.981  -0.210  0.079
H  -1.451  2.575  1.233  0.013
O  -1.821  -0.493  -0.797  -0.081
H  -2.668  -0.948  -0.858  0.073
H  -2.207  0.351  -1.064  0.057
O  2.018  0.357  0.884  -0.116
H  2.786  0.324  0.327  0.040
H  2.235  -0.163  1.746  0.118
O  -0.428  -0.753  2.039  -0.044
H  -0.259  -1.410  2.568  -0.045
H  -0.460  0.062  2.704  0.155

No. 2
The following is a quantum chemistry calculation of a single C5H4F3NO molecule, from the OMol25 dataset.

Computed properties:
E_tot = -622.441941 Ha
Kohn-Sham gap = 10.630 eV
Charge = 0
Energy relative to the best compared isomer or geometry (same formula, charge and spin) = 157.4 kJ/mol
Lowest unoccupied orbital energy = 0.011 Eh
SMILES string = C=C1C(=O)N[C@H]1C(F)(F)F

Each line ends with the Löwdin charge.
Atoms and positions in Å:
C  0.172  -1.605  0.247  0.095
C  0.164  -0.334  0.459  -0.056
C  0.428  0.662  1.493  -0.459
O  0.650  0.715  2.655  0.127
N  0.312  1.774  0.575  0.055
C  0.143  1.139  -0.721  -0.069
C  1.325  1.065  -1.676  -0.668
F  1.615  2.356  -2.136  0.077
F  2.447  0.719  -1.075  0.161
F  1.130  0.254  -2.636  0.214
H  0.059  -1.985  -0.760  0.080
H  0.229  -2.427  0.874  0.057
H  0.354  2.898  0.639  0.215
H  -0.910  1.142  -1.232  0.171

No. 3
The following is a quantum chemistry calculation of a single C3H5NO2 molecule, from the OMol25 dataset.

Computed properties:
E_tot = -322.448422 Ha
Kohn-Sham gap = 10.278 eV
Charge = 0
Energy relative to the best compared isomer or geometry (same formula, charge and spin) = 330.6 kJ/mol
Lowest unoccupied orbital energy = 0.030 Eh

Each line ends with the Löwdin charge.
Atoms and positions in Å:
C  1.628  -1.012  0.915  -0.065
C  -0.539  -0.215  1.133  -0.072
O  0.576  -0.187  0.421  -0.158
O  -1.498  0.382  0.417  -0.032
C  -1.284  0.928  -0.841  -0.271
N  -2.279  1.031  -1.598  0.139
H  1.569  -1.108  2.001  0.086
H  1.520  -1.991  0.445  0.093
H  2.566  -0.551  0.604  0.091
H  -0.257  1.238  -1.031  0.130
H  -2.001  1.485  -2.466  0.058

No. 4
The following is a quantum chemistry calculation of 24 unconnected molecules or ions with the total composition C48H144O48, from the OMol25 dataset.

Computed properties:
E_tot = -5526.063466 Ha
Kohn-Sham gap = 9.328 eV
Charge = 0
Energy relative to the best compared isomer or geometry (same formula, charge and spin) = 1095.5 kJ/mol
Lowest unoccupied orbital energy = 0.004 Eh

Each line ends with the Löwdin charge.
Atoms and positions in Å:
C  -5.730  4.333  3.918  -0.213
C  -6.502  4.746  2.636  -0.256
O  -6.861  3.756  1.738  -0.071
O  -4.585  3.568  3.635  -0.084
H  -6.495  3.757  4.440  0.116
H  -5.519  5.224  4.509  0.128
H  -5.851  5.422  2.081  0.121
H  -7.456  5.118  3.009  0.122
H  -7.323  4.209  1.029  0.091
H  -4.190  3.258  4.454  0.000
C  3.930  1.341  0.848  -0.243
C  4.608  0.234  1.579  -0.203
O  3.749  -0.458  2.478  -0.063
O  3.141  2.205  1.620  -0.057
H  3.227  0.955  0.111  0.107
H  4.613  2.017  0.333  0.107
H  5.316  0.876  2.104  0.117
H  5.221  -0.419  0.958  0.123
H  3.452  -1.249  2.021  0.054
H  2.437  1.722  2.059  0.068
C  0.633  -4.577  1.685  -0.189
C  0.908  -3.114  2.245  -0.153
O  1.765  -2.486  1.282  -0.096
O  1.855  -5.306  1.707  -0.060
H  0.222  -4.440  0.685  0.105
H  -0.198  -5.035  2.222  0.111
H  1.525  -2.954  3.130  0.127
H  -0.108  -2.747  2.390  0.108
H  2.495  -3.097  1.154  0.029
H  2.413  -4.879  2.361  0.060
C  3.706  6.346  1.753  -0.263
C  4.126  6.126  3.237  -0.183
O  2.935  6.101  4.062  -0.077
O  2.810  5.375  1.421  -0.090
H  4.597  6.222  1.138  0.106
H  3.358  7.379  1.727  0.124
H  4.798  6.936  3.523  0.118
H  4.538  5.127  3.376  0.113
H  2.079  6.031  3.635  0.033
H  2.922  4.603  1.979  0.070
C  4.749  4.502  -2.535  -0.260
C  5.383  4.128  -1.180  -0.235
O  6.367  5.062  -0.814  -0.062
O  5.616  4.437  -3.619  -0.038
H  4.091  5.349  -2.339  0.121
H  4.041  3.715  -2.795  0.099
H  5.797  3.120  -1.213  0.103
H  4.642  4.289  -0.397  0.104
H  6.886  5.290  -1.589  0.075
H  5.941  5.303  -3.876  0.091
C  -3.006  -6.024  -1.613  -0.159
C  -3.950  -6.058  -2.862  -0.210
O  -3.695  -7.352  -3.413  -0.056
O  -1.615  -5.902  -2.168  -0.097
H  -3.142  -6.790  -0.850  0.114
H  -3.159  -5.073  -1.103  0.093
H  -3.545  -5.216  -3.423  0.085
H  -4.980  -5.783  -2.634  0.116
H  -2.833  -7.657  -3.119  0.066
H  -1.170  -6.651  -2.569  0.076
C  6.244  -0.671  -4.163  -0.174
C  6.064  0.622  -3.323  -0.221
O  4.754  0.890  -2.896  -0.101
O  6.206  -1.919  -3.417  -0.077
H  7.272  -0.701  -4.524  0.113
H  5.645  -0.713  -5.073  0.107
H  6.319  1.560  -3.815  0.107
H  6.602  0.809  -2.394  0.116
H  4.050  0.492  -3.412  0.025
H  6.940  -2.469  -3.701  0.084
C  1.765  0.469  -4.824  -0.199
C  2.070  1.791  -5.471  -0.180
O  2.784  1.538  -6.730  -0.068
O  2.998  -0.279  -4.642  -0.090
H  1.118  -0.206  -5.385  0.114
H  1.166  0.515  -3.914  0.109
H  2.614  2.334  -4.698  0.114
H  1.185  2.299  -5.856  0.114
H  3.010  2.381  -7.128  0.082
H  3.402  -0.405  -5.503  0.087
C  0.764  6.315  -0.913  -0.221
C  0.409  4.884  -1.455  -0.204
O  -0.583  4.981  -2.467  -0.070
O  -0.294  7.191  -0.582  -0.083
H  1.226  6.848  -1.743  0.115
H  1.317  6.272  0.026  0.083
H  0.103  4.292  -0.592  0.098
H  1.231  4.407  -1.989  0.114
H  -1.300  5.425  -2.009  0.069
H  0.049  7.913  -0.050  0.086
C  -7.436  -1.896  -3.552  -0.188
C  -5.941  -1.527  -3.204  -0.160
O  -4.880  -2.344  -3.783  -0.102
O  -8.379  -0.851  -3.160  -0.094
H  -7.778  -2.871  -3.203  0.110
H  -7.516  -1.849  -4.638  0.107
H  -5.771  -1.537  -2.127  0.096
H  -5.579  -0.600  -3.649  0.114
H  -4.496  -3.029  -3.229  0.058
H  -9.236  -1.134  -3.487  0.073
C  0.973  1.429  5.516  -0.260
C  1.984  2.065  6.470  -0.220
O  1.301  2.861  7.441  -0.050
O  0.211  0.354  5.990  -0.056
H  1.454  0.996  4.639  0.101
H  0.287  2.201  5.167  0.108
H  2.596  2.669  5.798  0.111
H  2.638  1.253  6.788  0.099
H  0.476  2.406  7.626  0.071
H  -0.695  0.338  5.675  0.041
C  -4.070  1.872  6.423  -0.147
C  -3.947  0.673  5.510  -0.270
O  -2.650  0.380  5.239  -0.041
O  -3.433  3.031  5.810  -0.087
H  -3.655  1.875  7.430  0.127
H  -5.099  2.166  6.634  0.123
H  -4.387  0.904  4.540  0.118
H  -4.424  -0.207  5.941  0.129
H  -2.684  -0.042  4.378  0.065
H  -2.480  3.105  5.895  0.096
C  -2.033  2.174  -5.261  -0.154
C  -2.046  1.846  -3.702  -0.194
O  -3.190  1.019  -3.369  -0.103
O  -1.562  0.941  -5.860  -0.100
H  -1.283  2.840  -5.690  0.107
H  -3.044  2.462  -5.549  0.113
H  -2.121  2.725  -3.062  0.089
H  -1.152  1.392  -3.273  0.095
H  -3.655  1.283  -2.572  0.025
H  -2.139  0.216  -5.608  0.061
C  5.785  1.248  6.609  -0.174
C  5.096  1.229  5.196  -0.214
O  4.036  0.242  5.059  -0.102
O  6.665  2.429  6.718  -0.082
H  6.461  0.394  6.566  0.108
H  5.004  1.112  7.357  0.110
H  5.877  1.012  4.467  0.098
H  4.710  2.193  4.866  0.101
H  3.644  0.198  4.184  0.028
H  6.701  2.784  7.609  0.073
C  -4.108  -1.606  2.608  -0.141
C  -4.789  -0.648  1.577  -0.243
O  -4.550  -0.867  0.242  -0.068
O  -2.640  -1.387  2.747  -0.081
H  -4.408  -2.619  2.338  0.101
H  -4.483  -1.436  3.617  0.103
H  -4.530  0.351  1.927  0.111
H  -5.869  -0.767  1.669  0.129
H  -3.607  -0.734  0.121  0.052
H  -2.256  -1.348  1.868  0.038
C  0.427  0.608  0.262  -0.267
C  -1.089  0.629  0.217  -0.163
O  -1.854  -0.583  0.117  -0.067
O  1.029  -0.146  -0.698  -0.047
H  0.841  0.195  1.181  0.116
H  0.884  1.598  0.267  0.120
H  -1.286  1.231  -0.670  0.101
H  -1.521  1.268  0.987  0.126
H  -1.827  -0.707  -0.834  0.073
H  0.874  -1.059  -0.447  0.062
C  5.631  -3.125  4.210  -0.237
C  5.737  -3.607  2.770  -0.237
O  4.433  -3.555  2.296  -0.092
O  6.889  -3.179  4.810  -0.058
H  4.924  -3.760  4.743  0.134
H  5.367  -2.067  4.207  0.110
H  6.051  -4.645  2.662  0.132
H  6.379  -2.976  2.156  0.123
H  4.403  -3.936  1.415  0.039
H  7.518  -2.839  4.170  0.081
C  -0.352  6.079  2.734  -0.259
C  -0.430  4.556  2.906  -0.227
O  -1.355  3.988  3.836  -0.041
O  -0.273  6.685  3.971  -0.052
H  -1.347  6.305  2.350  0.121
H  0.534  6.450  2.220  0.106
H  0.586  4.259  3.165  0.110
H  -0.634  4.299  1.866  0.099
H  -2.165  3.895  3.330  0.045
H  -1.038  6.473  4.511  0.091
C  -0.142  -2.387  -3.501  -0.191
C  -1.459  -2.522  -2.806  -0.207
O  -1.095  -2.971  -1.467  -0.078
O  0.558  -3.691  -3.614  -0.049
H  0.445  -1.561  -3.098  0.102
H  -0.513  -2.050  -4.469  0.108
H  -2.082  -3.175  -3.418  0.087
H  -1.951  -1.553  -2.732  0.111
H  -0.775  -3.847  -1.696  0.038
H  1.489  -3.589  -3.401  0.021
C  3.743  -6.918  -2.923  -0.158
C  2.702  -6.705  -1.738  -0.194
O  1.600  -5.844  -2.129  -0.073
O  4.458  -5.650  -3.073  -0.090
H  3.210  -7.254  -3.813  0.115
H  4.361  -7.721  -2.522  0.112
H  3.118  -6.399  -0.779  0.106
H  2.175  -7.657  -1.675  0.112
H  1.644  -5.070  -1.564  0.046
H  3.803  -4.949  -3.103  0.023
C  3.006  -2.640  -1.822  -0.206
C  4.187  -2.979  -0.819  -0.166
O  3.926  -4.284  -0.376  -0.086
O  3.307  -3.211  -3.027  -0.073
H  2.829  -1.577  -1.990  0.117
H  2.066  -3.002  -1.405  0.106
H  4.329  -2.273  -0.001  0.095
H  5.179  -2.947  -1.270  0.120
H  4.075  -4.885  -1.110  0.053
H  3.692  -2.597  -3.657  0.104
C  -2.905  -3.387  -6.005  -0.238
C  -4.373  -3.935  -6.308  -0.318
O  -4.284  -5.062  -6.971  -0.009
O  -2.521  -2.659  -7.118  -0.048
H  -2.219  -4.201  -5.771  0.132
H  -2.970  -2.743  -5.128  0.070
H  -5.108  -3.165  -6.544  0.124
H  -4.586  -4.251  -5.287  0.078
H  -5.152  -5.471  -6.940  0.106
H  -3.076  -1.876  -7.079  0.084
C  -3.365  3.475  -0.096  -0.162
C  -4.812  2.880  -0.430  -0.180
O  -4.978  2.311  -1.738  -0.067
O  -3.065  3.646  1.294  -0.089
H  -3.368  4.523  -0.399  0.114
H  -2.585  2.895  -0.589  0.087
H  -5.622  3.580  -0.225  0.093
H  -5.104  2.142  0.318  0.100
H  -5.918  2.118  -1.744  0.101
H  -3.857  3.763  1.824  0.041
C  -6.049  -5.499  0.968  -0.199
C  -6.294  -4.080  0.475  -0.222
O  -5.099  -3.459  0.019  -0.097
O  -7.160  -6.234  1.583  -0.090
H  -5.356  -5.485  1.810  0.114
H  -5.600  -6.211  0.276  0.108
H  -6.779  -3.488  1.251  0.119
H  -6.917  -4.021  -0.417  0.112
H  -5.139  -2.512  -0.132  0.026
H  -6.966  -7.174  1.600  0.074

Number 1: F_max 9.11 eV/Å. Number 2: F_max 5.09 eV/Å. Number 3: F_max 0.52 eV/Å. Number 4: F_max 6.46 eV/Å.